*A*
7
Properties=species:S:1:pos:R:3 method="wB97M-V/def2-TZVPD" homo_lumo_gap_ev=8.7245 e_lumo_ha=-0.0347
Si 1.77 0.75 -0.23
P -2.39 -0.32 -0.02
Cl 3.09 2.09 -1.18
Cl 3.03 -0.65 0.57
H -1.21 -0.70 -0.71
H -2.54 -1.56 0.66
H -1.75 0.39 0.91


*B*
7
Properties=species:S:1:pos:R:3 method="wB97M-V/def2-TZVPD" homo_lumo_gap_ev=8.9075 e_lumo_ha=0.0048
Si -0.98 0.10 0.20
P 1.72 0.46 -0.49
Cl -1.71 -1.55 -0.77
Cl -1.92 1.74 -0.31
H -0.75 0.03 1.56
H 1.42 -0.87 -0.94
H 2.22 0.09 0.76


Stability verdict: *B*, ahead by 14.8 kJ/mol